# C90H190N10O10

10 unconnected molecules or ions with the total composition C90H190N10O10 in a non-equilibrium geometry (ωB97M-V with the def2-TZVPD basis set, the Open Molecules 2025 dataset).

```
300
Properties=species:S:1:pos:R:3:forces:R:3
O -1.048 -1.908 1.621 0.2976 -0.0133 3.8537
O -0.021 -9.199 -2.348 -2.3823 -2.3173 1.9335
O -1.327 4.838 -5.388 -2.4264 -0.0133 -0.4184
O 3.561 -1.821 -7.180 -0.6892 0.5388 -0.1232
O 5.670 -3.535 3.837 -0.1502 0.3148 -0.9525
O 0.533 -9.782 3.487 0.7530 -2.5038 1.0609
O 1.808 4.212 2.464 1.0208 -4.1706 -1.1813
O 4.771 3.539 2.618 0.3174 -0.5730 0.2290
O -8.922 0.185 -1.390 -0.0150 -0.8552 -0.9623
O -7.880 2.564 3.119 1.0345 1.6339 -0.0264
N -0.741 -1.770 0.331 1.2011 0.3596 -2.0252
N -6.848 3.357 3.807 1.2170 -1.1958 0.8709
N -0.068 4.859 -4.890 1.9812 -1.6013 2.1373
N 5.578 -2.167 4.127 1.3765 0.8618 3.0710
N -8.759 -0.206 -0.054 -0.3955 0.0471 1.8518
N -0.108 -8.607 3.552 -1.3294 3.9864 -2.5863
N 1.392 5.436 2.655 -1.2573 4.2141 2.0652
N 3.018 -0.522 -6.896 -0.1127 0.2864 1.9175
N 5.115 4.134 1.422 -0.7161 2.6917 -1.2586
N 0.840 -8.388 -2.897 3.5753 3.1344 -2.3079
C 1.523 6.098 0.304 0.6130 -1.9258 -0.7833
C 3.096 -8.195 -3.962 1.2151 0.5178 0.2596
C -10.327 1.514 0.427 -1.0010 -0.9245 -0.2666
C 2.266 5.101 5.035 -1.7093 -0.1538 -1.7432
C 6.340 2.316 0.389 0.1827 -0.7008 0.4492
C -10.009 -0.258 2.143 1.8877 -1.7261 -0.9274
C 3.216 2.015 -7.218 -0.6611 -2.5388 -0.8917
C 1.275 -6.551 -4.553 -0.5489 -0.9957 1.1344
C -5.493 2.910 3.310 -0.4694 -0.2892 0.8603
C -1.044 -5.877 3.776 1.5171 0.9991 -1.5026
C -6.549 -1.134 -0.232 1.4263 1.7345 -0.0693
C 3.884 2.343 0.191 -1.2781 1.1349 -0.1059
C 1.570 4.195 -3.256 -0.6921 -0.1793 1.4714
C -0.264 -6.378 2.548 0.1128 -0.3117 0.8905
C 0.032 4.317 -3.484 -0.8905 1.9583 -1.2206
C -1.633 0.635 0.375 0.5258 -1.1648 0.0792
C 5.308 0.393 -7.344 -1.2232 -0.4388 -0.3192
C 5.224 4.047 -1.061 -1.8335 1.1951 2.2182
C -1.021 -1.287 -2.387 0.7896 -0.7565 1.5835
C 3.058 -2.002 3.740 0.5351 -1.6325 0.1750
C -2.099 -9.382 4.606 -0.3660 -0.5414 -0.6210
C -0.769 5.545 1.253 0.5097 0.0825 1.4457
C 7.624 -2.629 5.478 -0.5537 -0.0388 0.6606
C -5.326 3.297 1.820 -0.1146 -0.8547 -0.1421
C 6.133 5.229 1.582 -0.2758 1.7188 -0.8338
C 1.723 -10.379 -4.294 1.1164 0.8689 0.6148
C 2.527 -7.278 -4.980 -1.5784 -0.2097 -1.2740
C 4.368 0.001 4.172 1.7170 0.4225 2.4184
C 1.681 1.994 -7.285 -0.1994 0.3616 0.9853
C 7.801 -1.132 3.581 1.4618 -0.3403 -3.2783
C -9.268 -1.627 2.407 -1.2251 1.2231 1.1017
C -5.924 5.484 4.784 -0.6813 -1.9601 0.6796
C 0.569 6.093 -5.219 3.8593 -1.9609 0.6453
C -0.809 -6.582 -3.060 0.7330 -0.9330 -1.5672
C -8.427 -2.738 -0.506 0.5652 0.7921 -1.0357
C -7.074 4.805 3.910 -1.0204 0.7826 0.3541
C 6.293 5.139 -0.996 0.1712 -0.0681 -0.6854
C 7.610 4.888 1.995 -0.9723 0.3367 -0.4002
C -1.289 -4.131 0.168 0.6402 -2.0760 0.7346
C -0.751 5.235 -2.456 1.1411 -0.0321 0.3076
C 6.567 -0.280 5.484 0.1160 -1.7773 -1.3698
C -0.261 -8.145 5.983 -1.0724 -0.4964 0.4789
C 1.200 -1.497 -5.518 -0.0198 -0.1874 0.9587
C 6.917 -1.532 4.676 -1.2631 -1.1966 -0.8255
C 0.674 -7.599 2.839 -0.4126 2.9878 0.7747
C 4.491 -1.424 3.576 -0.5180 2.5123 -2.0117
C 1.053 5.639 4.112 0.6584 -0.4035 0.7587
C -1.552 -2.741 -0.347 -1.1186 1.2908 -0.5357
C 2.083 -9.121 -3.289 -0.4814 -1.8300 -0.7277
C -4.382 3.527 4.214 -0.0800 1.1865 1.2885
C -1.939 -6.927 4.246 1.2893 -1.2222 1.1727
C -1.164 -2.680 -1.765 0.0010 -0.0879 -1.9288
C 0.808 -1.051 -7.949 -0.6007 -0.7442 0.4108
C -10.077 -0.051 0.593 -0.6376 2.0769 2.4082
C 0.779 0.060 0.852 0.6399 -0.4226 0.0799
C 5.501 6.176 2.656 -0.9992 -0.6219 0.6422
C 6.147 6.063 0.204 -1.2472 -1.8556 1.6164
C -3.062 -2.453 -0.254 -0.2634 0.0693 0.5384
C -11.237 -0.965 0.148 0.2995 0.6591 -2.1637
C -4.468 5.048 4.469 -1.6741 -0.0542 -2.0157
C 1.220 -8.053 1.448 -0.9283 -0.8187 1.3381
C 0.080 7.412 -4.741 -0.5444 0.3814 -0.1184
C 0.629 7.597 1.974 -0.8996 -0.4651 -0.1282
C -7.196 5.620 2.623 0.3038 -0.5575 -1.3475
C 0.661 6.067 1.533 -0.5071 2.7793 1.3753
C 2.809 -9.741 -2.102 0.6854 0.5619 2.1686
C -0.122 -0.379 -1.543 0.0542 1.0928 0.3995
C 5.794 0.687 4.633 -2.3943 0.0402 -0.2948
C -8.445 5.021 4.650 0.5892 0.1845 0.5584
C 3.541 0.343 -9.149 0.1303 1.3171 -0.9648
C -5.283 1.348 3.515 -0.0256 0.5390 -1.6668
C 0.160 -7.523 -3.947 0.7772 1.3303 1.3052
C -0.425 -0.371 0.000 -1.9933 1.2172 -0.9624
C 0.105 7.861 3.387 1.8159 -0.4250 -0.0723
C 1.058 0.923 -6.358 1.5643 -1.2141 -0.7121
C 2.113 5.948 -4.879 -0.0887 0.0087 1.3632
C 3.736 0.503 -7.627 0.7471 1.4604 -0.4615
C 4.751 -1.134 2.070 -0.2686 -1.0002 0.1787
C 1.855 -7.047 3.673 0.2331 -0.8505 -0.1988
C -0.583 2.944 -3.364 0.5544 -0.9307 0.2262
C -1.061 -8.274 4.626 0.0048 0.3407 0.0806
C -0.539 -8.299 -5.117 1.3143 0.3976 0.5816
C -0.283 4.880 4.578 -0.6972 0.5662 -1.3046
C -7.964 -1.404 0.163 -1.4356 -1.6809 0.0107
C 2.441 5.413 -3.435 -1.5697 0.7709 -2.0436
C 1.544 -0.561 -6.705 -0.3271 0.8444 -0.4972
C 1.024 7.134 4.417 -3.4850 -0.1960 -0.6103
C 5.111 3.219 0.300 2.6976 -0.7595 -1.8199
C 0.604 6.133 -6.699 -0.1922 0.8818 -1.9241
C -8.029 -1.777 1.636 2.9579 0.3736 0.8133
H 1.703 3.938 -2.205 -0.0917 -0.6257 0.1949
H -1.657 2.793 -3.476 -0.0310 0.7010 -0.0405
H 0.166 -1.483 -5.171 -0.3446 0.5058 -0.7173
H 1.861 -8.923 1.588 0.3068 0.1524 -0.1787
H 7.850 -1.935 2.845 0.0103 -0.4237 -0.0165
H -6.252 3.366 1.249 -0.4098 -0.4830 0.4637
H 1.639 7.023 -0.260 -0.2078 0.2410 0.4744
H 5.869 1.072 -7.987 -0.2090 0.1301 -0.0114
H 6.820 6.918 0.279 0.3690 -0.3635 -0.1438
H 3.116 -9.004 -1.361 -0.1442 0.9141 -0.2219
H 4.207 1.053 -9.640 0.7970 -0.3612 -0.0931
H 2.066 -10.107 -5.293 -0.5999 -0.0560 -0.1839
H -0.029 8.121 1.281 -0.0587 0.0033 -0.3153
H -4.897 4.272 1.589 0.7620 -0.2724 0.3995
H -0.966 -6.716 1.786 -0.1715 0.3014 -0.2055
H -0.585 -1.369 -3.383 -0.4228 0.1015 0.0262
H 2.488 -7.930 3.760 0.8677 0.3868 -0.1127
H 2.471 6.966 -5.033 0.5439 -0.1095 0.0128
H 0.254 -8.699 -5.749 0.0387 0.2395 -0.2615
H 6.415 1.862 1.377 -0.3139 -0.4606 0.2967
H -1.092 -7.560 -5.695 -0.3765 -0.3879 0.0264
H 2.600 5.279 -5.589 -0.1513 -0.0199 -0.1895
H -11.228 -2.008 0.465 0.3023 0.2174 0.3002
H 7.270 4.658 -1.048 0.2764 0.3379 -0.1689
H -1.388 1.694 0.290 0.3002 -0.0845 -0.2267
H 5.551 5.743 3.655 0.0977 -0.4091 -0.0016
H 3.172 3.115 -0.103 -1.0087 -0.3477 0.3616
H 3.151 5.451 4.503 0.3500 -0.4988 0.2921
H -0.931 7.525 3.434 -0.0260 0.2431 0.3340
H -1.337 5.730 2.164 -0.1634 -0.2405 0.0483
H 2.636 0.762 -9.589 -0.7123 -0.2494 0.7015
H 4.272 4.578 -1.062 -0.3578 0.6653 0.4585
H -0.215 -3.210 -1.843 0.0160 -0.1814 -0.4967
H -7.551 -2.730 1.860 -0.8152 -1.1283 -0.9823
H 5.144 6.479 0.116 -0.1698 0.1939 0.1087
H 1.450 1.035 -5.347 -0.2467 0.5938 0.1898
H -1.782 5.504 -2.684 0.0397 -0.4080 -0.6217
H 6.174 1.499 -0.313 0.6486 -0.0201 -0.0924
H -11.147 -0.958 -0.938 -0.1254 -0.4555 -0.3480
H 7.886 -3.543 4.946 -0.4774 0.2095 -0.4192
H 3.635 -0.642 -9.608 0.3581 -0.1179 0.5219
H -0.268 -1.007 -7.780 -0.1795 0.4337 0.0417
H 5.690 1.562 5.275 -0.9455 0.1503 -0.0067
H 5.960 -0.751 6.258 0.1604 1.0777 0.8765
H 1.739 -7.264 0.903 -0.1282 -0.0033 0.1963
H -0.243 6.181 -2.269 0.1524 -0.0030 -0.1225
H 1.918 7.744 4.551 0.3658 -0.7946 -0.0126
H 0.933 5.287 -7.303 -0.7932 -1.0739 0.7482
H 2.259 5.474 6.060 -0.3227 0.3336 -0.1979
H -1.993 -3.176 -2.271 0.4741 -0.5618 -0.5792
H -0.165 -7.121 6.345 0.3091 0.0186 -0.2243
H -8.493 6.050 5.006 -0.0929 0.3282 -0.4965
H -3.382 -1.519 -0.716 0.3146 0.0941 -0.1060
H -7.520 -3.325 -0.365 -0.4752 -0.7362 -0.1063
H -0.031 0.980 -6.377 0.0464 -0.1804 0.1436
H -0.628 4.943 5.610 0.9206 -0.1135 0.3563
H 1.229 1.033 0.655 -0.5231 0.2258 -0.4855
H -6.164 -0.206 0.190 -0.4241 0.2546 1.0300
H 3.921 -8.756 -4.401 -0.3242 -0.6804 -0.3615
H -1.346 6.071 0.491 0.5175 -0.1984 -0.4532
H 3.571 2.314 -6.232 0.0636 -0.1609 0.0071
H 5.388 2.804 2.638 0.1158 -0.6933 0.9150
H -0.937 7.524 -5.116 -0.1270 0.3855 0.2167
H -1.687 -4.933 -0.452 -0.4567 0.3598 -0.5414
H -7.194 -1.358 2.196 -0.0642 1.8473 -0.0675
H -0.432 3.872 4.191 1.2668 -0.5952 0.4582
H 0.397 7.097 5.307 0.5564 0.7309 0.7102
H 0.950 -2.130 -8.009 0.5075 0.0038 -0.6343
H -0.777 4.760 -1.475 -0.0098 -0.2492 -0.0201
H -1.200 5.196 4.081 0.0581 1.2707 -0.3123
H -6.166 5.106 5.778 0.1270 0.1555 0.4082
H 2.264 -6.198 3.125 0.6285 -0.3064 -0.0656
H -9.380 0.495 2.618 -0.0094 0.2258 -0.1485
H -9.327 4.798 4.050 0.2059 0.0939 -0.2826
H 0.677 -8.698 6.031 0.4297 0.5066 -0.9420
H -1.598 -4.461 1.160 -0.7556 0.9352 0.2113
H 1.715 -1.283 -4.581 0.5077 0.6733 -0.1058
H -1.193 4.494 -6.274 -0.3588 -0.2583 -0.1470
H 5.762 7.214 2.864 1.0975 0.0476 -0.9417
H -9.328 -3.205 -0.109 0.2416 0.0977 0.3480
H 0.116 7.582 -3.665 0.1157 0.0312 -0.2091
H -2.402 -6.499 5.135 -0.4462 -0.8332 0.3136
H 3.801 -0.120 5.095 0.2437 0.0425 0.5455
H 5.612 -0.622 -7.602 0.0568 0.0412 -0.0560
H -0.296 -5.667 -2.763 0.1878 -0.1516 -0.0254
H 1.624 8.009 1.803 0.1432 -0.0541 0.3168
H 0.291 -5.497 2.224 0.3691 -0.3919 -0.5668
H -1.847 -10.249 5.217 -0.2615 0.1184 0.1158
H 1.369 -2.571 -5.592 0.2970 -0.0765 -0.9661
H -2.679 -7.087 3.462 -0.0824 -0.6510 0.1984
H 2.967 -3.008 3.331 0.3276 -0.1978 -0.4033
H -11.119 1.913 1.061 -0.4911 -0.5256 0.0563
H -5.799 -1.848 0.109 -0.3156 -0.4764 -0.4940
H 5.620 0.559 -6.313 -0.4205 0.1441 0.1275
H -0.408 6.470 -6.921 0.2548 0.1818 -1.2831
H 6.119 5.815 -1.833 0.5040 -0.3044 -0.5367
H -10.612 1.692 -0.610 0.1943 0.3993 0.0769
H -6.219 5.809 2.179 0.1073 0.4874 0.2516
H -12.241 -0.561 0.279 0.1624 0.2590 0.6310
H 8.322 5.118 1.203 -0.1069 -0.1296 -0.2148
H 5.695 -0.626 1.869 0.0139 -0.0154 0.3032
H -1.609 -6.288 -3.740 -0.4420 0.0316 0.4052
H -2.551 0.435 -0.177 0.1430 -0.0021 -0.3229
H -8.065 0.520 -1.665 0.0896 0.2562 0.1134
H -3.119 -9.015 4.712 0.0648 -0.0114 1.0525
H -2.172 -9.710 3.569 0.3364 -0.3243 -0.0977
H 1.412 6.752 -7.089 -0.4904 1.2468 0.2968
H -5.273 0.956 4.532 -0.1878 0.4118 -0.0416
H 0.585 0.067 1.924 -0.4583 -0.0440 -0.0162
H 4.974 3.545 -1.996 1.4016 -0.8812 0.0067
H 4.807 -2.134 1.640 -0.1361 0.1726 -0.7611
H -8.574 4.499 5.598 0.4476 -0.6607 -0.0843
H -9.864 -2.533 2.300 -0.4980 0.2724 0.1372
H -7.683 5.080 1.811 -0.4404 -0.2909 0.2106
H 3.653 0.604 3.612 0.6212 0.1893 -0.5911
H 1.148 5.363 -0.408 0.0752 -0.1132 -0.1945
H 1.727 -6.716 4.703 -0.8173 -0.0126 -0.0928
H 7.506 -0.309 2.931 -0.2763 0.2928 0.4721
H 3.534 1.814 1.078 0.2478 0.2749 0.1598
H 7.806 5.610 2.788 0.4704 -0.6135 0.3380
H 3.475 5.081 -3.332 0.0851 0.4990 0.0673
H -4.800 2.432 1.414 0.5351 0.5583 -0.6534
H 1.308 2.963 -6.952 -0.0190 0.2075 0.3317
H -1.141 -7.090 -2.155 -0.2802 -0.0637 -0.3383
H 2.800 -2.183 4.783 0.0724 0.4992 0.2581
H 2.352 -10.417 -1.379 -0.9144 -0.4929 -0.8477
H -6.119 6.556 4.799 0.2794 0.0147 -0.2150
H 6.372 1.122 3.818 0.1040 -0.5609 -0.3343
H 3.725 -7.595 -3.305 -0.6561 0.0964 1.0610
H 7.529 0.193 5.679 -0.1149 -0.1663 1.0656
H -4.279 5.468 3.481 0.6655 0.6578 0.0729
H 2.295 -11.275 -4.051 0.3081 0.1988 0.3418
H 1.965 3.384 -3.868 -0.2147 -0.1494 -0.0878
H -4.348 1.098 3.014 0.7592 0.3513 0.5873
H 0.898 -6.004 -5.417 -0.3017 0.0915 0.1298
H 2.244 -1.466 3.252 0.3983 0.5879 0.0588
H 3.788 -10.177 -2.301 -0.1754 -0.2273 -0.8970
H -3.736 5.366 5.212 -0.1231 0.1433 -0.1373
H -5.875 0.721 2.850 -1.0617 0.2460 0.3654
H -8.469 2.326 3.839 0.0316 -0.0574 0.2228
H 6.914 -2.882 6.266 0.2528 -0.3358 0.3364
H -1.979 -0.767 -2.385 -0.1824 -0.1995 -0.4554
H 2.148 6.193 -2.733 0.3905 -0.0559 0.3421
H -3.357 3.327 3.903 -0.1487 -0.2601 -0.7999
H -6.396 -0.782 -1.252 -0.1860 -1.1835 -0.6793
H 4.433 6.267 2.457 -0.2048 -0.2144 -0.2070
H 1.325 1.979 -8.315 0.0456 -0.6226 -0.0870
H 3.672 -2.147 -6.284 0.2791 -0.2835 0.0281
H -9.484 2.124 0.751 0.4619 -0.4844 -0.4043
H 3.857 1.635 -0.637 0.6946 0.0151 -0.0437
H -0.695 4.465 1.129 -0.3412 -0.0394 -0.3967
H 2.167 -7.923 -5.781 0.5591 0.1849 -0.7790
H 7.320 2.788 0.335 -0.1493 0.2003 -0.7821
H 8.857 -0.970 3.800 -0.0408 0.1588 0.7107
H 8.578 -2.340 5.919 -0.1814 0.6498 0.1167
H 5.100 -3.967 4.477 -0.0217 -0.0914 0.2432
H -0.342 0.542 -2.083 0.1898 0.7941 0.9798
H -0.176 -9.887 -2.998 -0.5723 -0.7122 -0.1198
H -10.984 -0.264 2.630 -0.0983 0.1132 -0.3805
H 0.338 -8.394 0.906 0.0673 0.0791 -0.4940
H 2.760 4.290 2.562 0.4809 -0.7031 -0.2224
H 0.755 8.064 -5.294 -0.4044 0.7532 0.3991
H -7.764 6.543 2.738 0.2686 0.0567 0.2760
H -1.892 0.452 1.417 0.0808 0.0155 0.1419
H -1.554 -4.965 3.465 -0.4671 0.0167 -0.0086
H -0.311 2.654 -2.349 -0.2293 -0.2611 0.1603
H -8.582 -2.624 -1.579 0.0262 0.0807 -0.1385
H 3.539 2.726 -7.978 0.5019 -0.1182 0.0867
H -0.716 -8.699 6.803 -0.9671 0.2234 0.0457
H 3.952 -0.509 1.672 -0.1157 -0.3272 -0.3239
H -3.347 -2.395 0.796 -0.1683 -0.1183 0.0307
H -1.079 -9.211 -4.861 -0.6195 0.4792 0.3262
H 1.043 -0.515 -8.868 0.1080 -0.2321 0.1590
H -4.344 3.155 5.238 -0.7514 -0.9217 -0.0198
H 2.490 5.704 0.619 0.3924 0.3320 -0.2979
H -3.629 -3.240 -0.752 -0.0082 -0.1792 0.1517
H -0.255 -4.467 0.245 0.6291 0.7967 -0.4915
H 7.741 3.837 2.252 0.0725 0.2184 0.5137
H -0.107 2.202 -4.005 0.1695 0.1243 -0.2612
H 0.247 8.910 3.646 -0.7355 0.2391 -0.3086
H 0.966 -0.417 -1.596 0.1151 -0.9736 -0.5570
H 2.098 4.025 5.078 0.8549 -0.1134 -0.0630
H 1.617 -5.846 -3.796 -0.5516 0.2078 0.2436
H 0.703 -10.762 -4.263 -0.1796 0.4601 -0.3115
H 1.603 -0.643 0.726 0.0611 -0.2956 -0.2014
H 3.164 -6.468 -5.337 0.6035 -0.6024 -0.2258
H 0.282 -10.103 2.618 -0.0313 -0.5979 0.0054
H -0.236 -2.342 1.894 -0.1923 -0.1467 1.2005
H -0.364 -5.510 4.545 0.2605 -0.2759 0.1799
H -8.929 -1.503 3.435 -0.3403 -0.7239 0.3192
```
Forces are in eV/Å.

Results
* strongest force on any atom: 5.29 eV/Å
* lowest unoccupied orbital energy: 0.4 eV
* relative energy (zero: lowest compared OMol25 entry of this formula, charge and spin): 1171.5 kJ/mol
* structure (SMILES): CC1(C)CCCC(C)(C)N1O.CC1(C)CCCC(C)(C)N1O.CC1(C)CCCC(C)(C)N1O.CC1(C)CCCC(C)(C)N1O.CC1(C)CCCC(C)(C)N1O.CC1(C)CCCC(C)(C)N1O.CC1(C)CCCC(C)(C)N1O.CC1(C)CCCC(C)(C)N1O.CC1(C)CCCC(C)(C)N1O.CC1(C)CCCC(C)(C)N1O
* total energy: -4842.247967 Ha

These are the Mulliken partial charges, in e, on atoms 1 to 8:
1 O -0.504
2 O -0.422
3 O -0.599
4 O -0.518
5 O -0.521
6 O -0.507
7 O 0.382
8 O 0.017